ORCA calculation (the ωB97M-V functional and the def2-TZVPD basis) on a molecular structure, C16H34CuF3O8.

The value obtained for the HOMO energy (spin up / spin down) is -0.4148 / -0.4262 hartree. Its multiplicity is 2. The lowest unoccupied orbital energy (spin up / spin down) comes out at -1.95 / -1.95 eV. The HOMO-LUMO gap (spin up / spin down) comes out at 9.34 / 9.65 eV. The expectation value of S² is 0.75. As for the net charge: +1.

Last column: Mulliken spin population.
Element x y z (Å)
1 Cu -0.258 -0.164 -0.019  0.71
2 C 1.172 -2.126 0.553  0.00
3 O 1.897 -0.904 0.454  0.00
4 O -0.140 -1.725 0.282  0.17
5 C 1.845 -3.333 -0.315  0.01
6 F 2.923 -3.890 0.312  0.00
7 F 0.972 -4.289 -0.577  0.00
8 F 2.051 -2.873 -1.526  0.00
9 C 3.178 -0.885 1.120  0.00
10 C 3.614 0.598 1.197  0.00
11 H 4.696 0.703 1.274  0.00
12 H 3.308 1.055 0.256  0.00
13 H 3.017 1.173 1.906  0.00
14 H 3.922 -1.517 0.636  0.00
15 H 3.256 -1.259 2.141  0.00
16 H 1.183 -2.287 1.631  -0.01
17 C -3.441 1.815 -2.151  0.00
18 O -2.526 1.412 -1.095  0.00
19 C -2.519 2.383 -0.030  0.00
20 C -1.709 1.885 1.102  0.00
21 O -0.424 1.350 0.819  0.03
22 C 0.550 2.369 0.540  0.00
23 C 1.810 1.674 0.043  0.00
24 O 1.392 0.487 -0.698  0.03
25 C 2.366 0.069 -1.648  0.00
26 H -4.488 1.702 -1.868  0.00
27 H -3.341 1.100 -2.968  0.00
28 H -3.185 2.782 -2.582  0.00
29 H -3.497 2.704 0.330  0.00
30 H -2.010 3.290 -0.358  0.00
31 H -2.360 1.213 1.661  0.00
32 H -1.685 2.613 1.913  0.00
33 H 0.648 3.077 1.363  0.00
34 H 0.086 2.990 -0.226  0.00
35 H 2.562 1.502 0.812  0.00
36 H 2.399 2.316 -0.612  0.00
37 H 3.353 -0.038 -1.197  0.00
38 H 2.484 0.726 -2.510  0.00
39 H 2.013 -0.892 -2.023  0.00
40 C -0.326 -0.259 -3.443  0.00
41 O -0.599 -0.563 -2.061  0.01
42 C -1.598 -1.504 -2.103  0.00
43 C -2.571 -1.299 -0.935  0.00
44 O -1.831 -0.883 0.227  0.06
45 C -2.309 -1.070 1.499  0.00
46 C -1.184 -0.885 2.471  0.01
47 O -0.259 0.130 2.188  -0.01
48 C 0.679 0.369 3.164  0.00
49 H -1.092 0.272 -4.007  0.00
50 H -0.127 -1.168 -4.011  0.00
51 H 0.593 0.327 -3.459  0.00
52 H -1.083 -2.450 -1.933  0.00
53 H -2.223 -1.521 -2.995  0.00
54 H -3.146 -2.195 -0.703  0.01
55 H -3.324 -0.536 -1.132  0.00
56 H -2.800 -2.042 1.440  0.00
57 H -3.048 -0.288 1.672  0.00
58 H -0.593 -1.800 2.505  0.00
59 H -1.366 -0.789 3.542  0.00
60 H 1.187 1.292 2.884  0.00
61 H 1.446 -0.392 3.019  0.00
62 H 0.459 0.447 4.229  0.00